Entry from the OMol25 dataset: a cluster of 3 separate species, H6O3 in total at a distorted geometry (ωB97M-V with the def2-TZVPD basis set).

Each line ends with the Löwdin charge.
Element x y z (Å)
O: -0.11 -0.60 -0.65  -0.120
H: 0.53 -0.10 0.01  0.059
H: -0.86 -0.90 -0.12  0.020
O: -2.42 0.79 0.23  -0.075
H: -2.40 0.08 -0.45  0.040
H: -1.49 0.96 0.06  0.007
O: 2.16 -0.03 0.77  -0.055
H: 2.45 0.55 -0.01  0.106
H: 2.13 -0.76 0.17  0.018

## Properties
* HOMO-LUMO gap: 12.00 eV
* multiplicity: 1
* relative energy (zero: lowest compared OMol25 entry of this formula, charge and spin): 26.24 kcal/mol
* charge: 0


Entry from the OMol25 dataset: a structure of composition C17H20F3IrS4Te4 at a distorted geometry (ωB97M-V with the def2-TZVPD basis set).

Each line ends with the Löwdin charge.
Element x y z (Å)
Ir: 1.89 -0.04 0.17  0.332
C: 3.64 0.84 -2.52  -0.478
C: 3.10 -0.53 -2.94  -0.483
S: 1.55 -1.02 -2.13  0.766
C: 0.39 0.13 -2.98  -0.445
C: -0.41 1.03 -2.05  -0.472
S: 0.78 2.03 -1.15  0.910
C: -0.06 2.61 0.33  -0.475
C: 1.03 3.12 1.27  -0.462
S: 2.13 1.78 1.86  0.863
C: 3.79 2.33 1.37  -0.506
C: 4.06 2.40 -0.13  -0.467
S: 4.01 0.70 -0.76  0.689
H: 2.93 1.64 -2.69  0.050
H: 4.57 1.06 -3.05  0.101
H: 3.81 -1.31 -2.67  0.090
H: 2.96 -0.57 -4.02  0.100
H: -0.30 -0.48 -3.57  0.095
H: 0.99 0.72 -3.67  0.082
H: -0.95 0.43 -1.31  0.053
H: -1.11 1.65 -2.61  0.102
H: -0.59 1.77 0.76  0.065
H: -0.76 3.42 0.09  0.100
H: 0.58 3.56 2.15  0.092
H: 1.66 3.87 0.79  0.085
H: 4.44 1.58 1.84  0.054
H: 3.99 3.29 1.85  0.100
H: 5.05 2.82 -0.30  0.101
H: 3.32 3.00 -0.67  0.058
Te: 3.91 -1.65 1.36  0.164
Te: 3.60 -3.19 3.49  0.072
Te: 1.73 -4.86 2.41  0.094
Te: 1.43 -3.52 0.19  0.169
F: -7.37 -1.49 0.78  0.145
C: -6.62 -2.36 1.48  -0.593
F: -6.90 -3.58 1.01  0.148
F: -7.03 -2.31 2.75  0.145
C: -5.16 -2.04 1.35  -0.116
C: -4.57 -2.14 0.09  -0.002
C: -3.24 -1.81 -0.08  -0.017
C: -2.48 -1.38 1.01  -0.243
C: -3.07 -1.31 2.27  -0.010
C: -4.41 -1.63 2.44  0.004
C: -1.11 -1.00 0.82  -0.153
C: 0.04 -0.63 0.63  -0.395
H: -5.16 -2.47 -0.75  0.129
H: -2.77 -1.90 -1.05  0.114
H: -2.48 -0.99 3.12  0.120
H: -4.86 -1.57 3.41  0.124

## Properties
* HOMO-LUMO gap (spin up / spin down): 4.84 / 5.50 eV
* multiplicity: 2
* relative energy (zero: lowest compared OMol25 entry of this formula, charge and spin): 9.95 kcal/mol
* charge: +1


Entry from the OMol25 dataset: a structure of composition C5H15CsN3O2 (ωB97M-V with the def2-TZVPD basis set).

Each line ends with the Löwdin charge.
Element x y z (Å)
Cs: -3.96 28.08 4.08  1.097
C: -4.04 28.92 8.29  -0.049
C: -5.19 29.49 7.45  -0.461
C: -6.31 28.50 7.26  -0.200
O: -5.92 27.51 6.31  -0.349
C: -6.44 26.21 6.60  -0.088
N: -5.73 30.67 8.12  0.053
H: -3.11 29.45 8.15  0.079
H: -3.89 27.86 8.05  0.066
H: -4.32 28.96 9.35  0.092
H: -4.76 29.67 6.44  0.078
H: -7.20 29.02 6.87  0.133
H: -6.61 28.04 8.21  0.138
H: -6.17 25.56 5.77  0.088
H: -7.52 26.22 6.67  0.099
H: -5.97 25.83 7.51  0.099
H: -6.25 31.26 7.47  0.081
H: -4.96 31.24 8.46  0.080
C: -1.05 26.73 6.30  -0.666
O: -2.27 26.82 6.17  -0.141
N: -0.20 27.72 5.89  0.168
N: -0.48 25.62 6.84  0.175
H: -0.60 28.58 5.59  0.097
H: 0.77 27.66 6.13  0.107
H: -1.08 24.87 7.12  0.116
H: 0.49 25.60 7.13  0.109

## Properties
* HOMO-LUMO gap: 9.20 eV
* multiplicity: 1
* relative energy (zero: lowest compared OMol25 entry of this formula, charge and spin): 1.35 kcal/mol
* charge: +1


Entry from the OMol25 dataset: an isolated molecule of C9H12O2S at a distorted geometry (ωB97M-V with the def2-TZVPD basis set).

Each line ends with the Löwdin charge.
Element x y z (Å)
C: 0.70 -2.33 -0.97  -0.134
C: 0.67 -1.16 -1.82  -0.074
C: 0.23 -2.54 0.24  -0.131
C: 0.60 0.07 -1.31  -0.020
C: 1.75 0.45 0.87  -0.416
C: -0.41 -1.34 0.91  -0.476
C: 0.40 0.43 0.15  -0.334
C: 1.86 1.25 2.15  0.001
C: -1.52 1.72 -0.25  -0.110
O: 2.65 -0.20 0.41  0.092
O: -0.39 1.40 0.55  -0.119
S: -2.15 -1.20 0.62  0.810
H: 1.17 -3.07 -1.54  0.086
H: 0.62 -1.40 -2.93  0.133
H: 0.32 -3.47 0.80  0.115
H: 0.44 0.84 -2.01  0.099
H: -0.28 -1.13 1.89  0.023
H: 1.26 2.20 1.92  0.105
H: 2.97 1.16 2.38  0.106
H: 1.21 0.79 2.96  0.101
H: -2.25 1.99 0.56  0.109
H: -1.85 0.96 -0.84  0.017
H: -1.53 2.68 -0.82  0.103
H: -2.08 -2.03 -0.47  -0.085

## Properties
* HOMO-LUMO gap: 8.14 eV
* multiplicity: 1
* relative energy (zero: lowest compared OMol25 entry of this formula, charge and spin): 90.22 kcal/mol
* charge: 0


Entry from the OMol25 dataset: a structure of composition C42H39BCeF5N15O2S2 at a distorted geometry (ωB97M-V with the def2-TZVPD basis set).

Each line ends with the Löwdin charge.
Element x y z (Å)
Ce: 0.35 0.12 -0.54  1.293
N: 3.75 -1.64 0.59  0.156
C: 2.79 -1.42 1.54  -0.429
N: 2.88 -1.90 2.78  0.041
N: 1.79 -1.45 3.39  -0.064
N: 1.08 -0.75 2.59  -0.099
N: 1.68 -0.69 1.38  -0.107
C: 3.69 -1.21 -0.71  -0.433
N: 4.63 -1.49 -1.62  0.038
N: 4.21 -0.88 -2.72  -0.068
N: 3.10 -0.27 -2.51  -0.061
N: 2.71 -0.45 -1.23  -0.086
H: 4.51 -2.24 0.84  0.149
N: 3.50 3.50 -2.30  0.136
C: 4.10 4.28 -1.32  -0.242
C: 4.84 5.40 -1.69  -0.021
C: 5.46 6.17 -0.73  -0.086
C: 5.34 5.85 0.61  -0.088
C: 4.59 4.74 0.99  -0.099
C: 3.98 3.96 0.03  -0.399
S: 3.02 2.52 0.48  1.044
N: 2.15 2.18 -0.90  -0.299
C: 2.46 2.61 -2.06  -0.323
C: 1.70 2.14 -3.23  -0.187
C: 2.00 2.56 -4.53  0.015
C: 1.28 2.04 -5.60  -0.035
C: 0.27 1.13 -5.34  -0.015
C: 0.03 0.78 -4.02  -0.087
N: 0.71 1.27 -3.00  0.054
H: 3.64 3.81 -3.25  0.116
H: 4.94 5.64 -2.74  0.112
H: 6.05 7.03 -1.04  0.104
H: 5.83 6.44 1.36  0.104
H: 4.49 4.48 2.03  0.110
H: 2.78 3.27 -4.75  0.107
H: 1.52 2.35 -6.61  0.116
H: -0.30 0.69 -6.14  0.113
H: -0.75 0.07 -3.77  0.109
C: -1.40 -8.52 -3.64  -0.043
C: -2.30 -7.65 -2.75  -0.561
C: -3.76 -7.79 -3.19  -0.047
C: -2.19 -8.18 -1.32  -0.069
C: -1.87 -6.19 -2.87  -0.171
C: -1.96 -5.55 -4.10  -0.031
C: -1.61 -4.22 -4.29  0.028
C: -1.15 -3.52 -3.19  -0.213
O: -0.76 -2.24 -3.06  0.110
B: -0.39 -2.00 -1.70  -0.389
O: -0.58 -3.27 -1.05  0.095
C: -1.04 -4.16 -1.95  -0.202
C: -1.39 -5.48 -1.77  0.071
H: -1.69 -9.57 -3.56  0.085
H: -0.36 -8.43 -3.33  0.091
H: -1.48 -8.23 -4.68  0.077
H: -4.10 -8.82 -3.08  0.084
H: -3.90 -7.49 -4.22  0.074
H: -4.39 -7.15 -2.57  0.090
H: -2.54 -9.21 -1.28  0.085
H: -2.81 -7.60 -0.64  0.084
H: -1.17 -8.16 -0.96  0.085
H: -2.33 -6.09 -4.96  0.108
H: -1.70 -3.75 -5.26  0.121
H: -1.29 -5.92 -0.79  0.116
F: -0.55 2.70 -0.86  -0.055
C: -1.58 1.85 -0.36  -0.272
F: -1.82 1.02 -1.53  -0.101
C: -2.83 2.70 -0.29  -0.564
F: -2.70 3.73 0.57  0.141
F: -3.30 3.24 -1.44  0.131
F: -3.87 1.97 0.18  0.129
C: -3.92 -3.15 2.56  -0.014
N: -3.13 -2.00 2.23  -0.116
C: -3.26 -0.75 2.74  -0.033
C: -2.33 0.03 2.11  -0.125
N: -1.63 -0.73 1.22  0.027
C: -2.13 -1.94 1.32  -0.123
H: -4.53 -2.93 3.43  0.092
H: -3.27 -4.00 2.77  0.097
H: -4.59 -3.42 1.73  0.096
H: -3.98 -0.50 3.50  0.117
H: -2.14 1.07 2.22  0.081
H: -1.79 -2.78 0.76  0.127
N: 0.35 2.12 1.89  -0.351
S: 0.56 2.14 3.43  1.035
C: -1.10 2.43 4.16  -0.376
C: -1.58 1.52 5.09  -0.095
C: -2.89 1.62 5.53  -0.093
C: -3.70 2.64 5.07  -0.083
C: -3.21 3.56 4.16  -0.064
C: -1.91 3.46 3.70  -0.082
C: 1.08 3.87 3.68  -0.377
C: 1.31 4.66 2.57  -0.111
C: 1.80 5.95 2.75  -0.079
C: 2.05 6.43 4.02  -0.084
C: 1.79 5.64 5.13  -0.079
C: 1.29 4.36 4.96  -0.082
H: 0.60 1.20 1.55  -0.121
H: -0.93 0.73 5.44  0.111
H: -3.28 0.90 6.24  0.106
H: -4.72 2.72 5.41  0.103
H: -3.85 4.36 3.80  0.108
H: -1.53 4.15 2.96  0.109
H: 1.11 4.24 1.60  0.075
H: 1.99 6.57 1.88  0.107
H: 2.46 7.42 4.15  0.102
H: 1.98 6.02 6.12  0.105
H: 1.08 3.73 5.82  0.113

## Properties
* HOMO-LUMO gap (spin up / spin down): 6.39 / 4.95 eV
* multiplicity: 1
* relative energy (zero: lowest compared OMol25 entry of this formula, charge and spin): 31.98 kcal/mol
* charge: 0


Entry from the OMol25 dataset: a cluster of 6 separate species, H14NO5 in total at a distorted geometry (ωB97M-V with the def2-TZVPD basis set).

Each line ends with the Löwdin charge.
Element x y z (Å)
N: -0.87 -0.84 0.59  0.252
H: -1.24 0.01 0.16  0.087
H: -0.95 -1.45 -0.23  0.113
H: -1.29 -0.99 1.52  0.121
H: 0.15 -0.49 0.71  0.100
H: 4.22 0.45 -1.67  0.063
H: 3.57 1.75 -1.16  0.059
O: 3.42 0.81 -1.27  -0.035
H: -1.91 2.42 -0.83  0.076
H: -2.90 1.59 -1.60  0.074
O: -2.02 1.54 -1.21  -0.047
H: -1.32 0.08 -2.21  0.012
H: -1.60 -1.03 -3.18  0.062
O: -1.46 -0.89 -2.23  -0.064
H: 2.33 -1.49 0.66  0.083
H: 2.24 -0.20 -0.11  0.025
O: 1.74 -0.74 0.51  -0.041
H: 0.10 -0.09 3.86  0.051
H: -1.43 -0.40 4.16  0.057
O: -0.79 -0.06 3.52  -0.046

## Properties
* HOMO-LUMO gap: 12.26 eV
* multiplicity: 1
* relative energy (zero: lowest compared OMol25 entry of this formula, charge and spin): 18.33 kcal/mol
* charge: +1


Entry from the OMol25 dataset: a structure of composition C7H14AgBr2ClFOP at a distorted geometry (ωB97M-V with the def2-TZVPD basis set).

Each line ends with the Löwdin charge.
Element x y z (Å)
C: -1.12 2.35 1.04  -0.128
C: -0.36 2.32 -0.32  -0.676
Br: 0.55 4.13 -0.47  0.778
C: 0.79 1.24 -0.34  -0.742
Br: 2.34 2.13 -1.24  0.858
P: 0.24 -0.40 -1.25  0.455
C: -0.40 -1.23 0.38  -0.315
C: -1.94 -1.19 0.50  -0.295
F: -2.56 -1.65 -0.62  -0.026
C: 1.99 -1.20 -1.10  -0.302
C: 2.55 -1.32 0.31  -0.851
O: 3.14 -0.46 0.83  0.027
Cl: 2.37 -2.85 1.30  0.587
H: -1.16 3.39 1.40  0.057
H: -0.64 1.69 1.77  0.081
H: -2.17 2.03 0.92  0.078
H: -1.01 2.27 -1.19  0.083
H: 1.09 1.11 0.71  0.054
H: 0.67 0.20 -2.51  -0.015
H: -1.09 0.17 -1.45  -0.011
H: -0.20 -1.56 -2.00  0.003
H: -0.03 -0.77 1.32  0.084
H: -0.15 -2.30 0.32  0.061
H: -2.21 -1.97 1.32  0.017
H: -2.32 -0.22 0.83  0.100
H: 2.77 -0.72 -1.71  0.078
H: 1.90 -2.23 -1.48  0.084
Ag: -3.03 -2.95 2.70  0.876

## Properties
* HOMO-LUMO gap (spin up / spin down): 4.58 / 4.15 eV
* multiplicity: 2
* charge: +1